# 1
Molecular formula: C36H46CaCl2Sb
Method: DFT, ωB97M-V/def2-TZVPD

Structure (ORCA input):
```
! RIJCOSX wB97M-V def2-TZVPD def2/J DEFGRID3
* xyz 1 1
Ca -0.848 -0.846 0.060
C -1.281 1.486 1.098
C -2.135 0.540 1.761
C -3.065 0.068 0.775
C -2.730 0.724 -0.440
C -1.657 1.617 -0.253
C -1.175 2.612 -1.292
C -1.082 1.947 -2.668
C 0.187 3.183 -0.914
C -2.198 3.754 -1.372
C -4.356 -0.780 0.854
C -5.278 -0.242 1.954
C -4.123 -2.286 1.034
C -5.132 -0.653 -0.465
C -1.899 0.266 3.260
C -2.274 -1.126 3.761
C -0.404 0.425 3.576
C -2.667 1.310 4.080
H -0.510 2.063 1.582
H -3.288 0.636 -1.360
H -0.387 1.100 -2.671
H -0.714 2.659 -3.410
H -2.054 1.590 -3.010
H 0.965 2.416 -0.900
H 0.177 3.650 0.072
H 0.486 3.946 -1.635
H -3.176 3.381 -1.674
H -1.874 4.500 -2.100
H -2.316 4.252 -0.409
H -4.935 -0.465 2.959
H -6.268 -0.688 1.842
H -5.386 0.841 1.879
H -3.570 -2.554 1.925
H -3.585 -2.687 0.167
H -5.079 -2.813 1.063
H -5.426 0.375 -0.674
H -6.036 -1.258 -0.400
H -4.557 -1.018 -1.319
H -1.772 -1.927 3.209
H -3.338 -1.332 3.725
H -1.957 -1.218 4.801
H 0.226 -0.239 2.967
H -0.213 0.168 4.618
H -0.043 1.439 3.414
H -3.742 1.192 3.966
H -2.407 2.321 3.766
H -2.424 1.213 5.141
Cl -1.581 -3.045 -1.834
C -1.332 -4.323 -0.609
Cl -0.741 -3.678 0.957
H -0.578 -5.003 -0.991
H -2.287 -4.802 -0.425
C 5.609 -4.188 -0.225
C 4.937 -3.744 0.907
C 3.956 -2.772 0.791
C 3.648 -2.236 -0.458
C 4.324 -2.679 -1.589
C 5.305 -3.658 -1.468
Sb 2.186 -0.735 -0.551
C 2.145 -0.221 -2.598
C 1.592 -1.115 -3.514
C 1.478 -0.772 -4.856
C 1.910 0.472 -5.289
C 2.455 1.371 -4.384
C 2.572 1.029 -3.044
C 3.247 0.893 0.259
C 2.728 1.563 1.361
C 3.436 2.604 1.950
C 4.669 2.974 1.439
C 5.204 2.297 0.349
C 4.502 1.252 -0.232
H 6.372 -4.948 -0.132
H 5.176 -4.152 1.879
H 3.444 -2.434 1.686
H 4.102 -2.268 -2.567
H 5.834 -4.001 -2.346
H 1.243 -2.095 -3.200
H 1.052 -1.473 -5.561
H 1.821 0.743 -6.332
H 2.786 2.344 -4.720
H 2.981 1.753 -2.352
H 1.759 1.296 1.766
H 3.023 3.120 2.807
H 5.219 3.788 1.889
H 6.172 2.581 -0.040
H 4.946 0.722 -1.068
*
```

Results
Energy above the lowest of the compared OMol25 structures with the same formula, charge and spin (eV): 0.000
Highest occupied orbital energy (Eh): -0.3852
Frontier orbital gap (hartree): 0.286

# 2
Molecular formula: C36H30As2NO2Pt
Method: DFT, ωB97M-V/def2-TZVPD

Structure (ORCA input):
```
! RIJCOSX wB97M-V def2-TZVPD def2/J DEFGRID3
* xyz 1 3
Pt 0.173 0.157 -0.470
O 3.792 0.355 1.308
C 2.655 0.042 1.028
O 2.182 -0.309 -0.112
C 1.611 0.033 2.169
C 2.030 0.203 3.495
C 1.097 0.132 4.487
C -0.244 -0.179 4.175
C -1.245 -0.340 5.159
C -2.514 -0.705 4.811
C -2.836 -0.941 3.461
C -1.896 -0.766 2.484
C -0.587 -0.364 2.809
N 0.359 -0.197 1.836
H 3.077 0.392 3.684
H 1.379 0.291 5.521
H -0.981 -0.189 6.198
H -3.276 -0.831 5.569
H -3.828 -1.281 3.195
H -2.133 -0.973 1.455
C -2.074 3.018 -0.031
C -2.775 1.685 0.270
As -2.118 0.359 -1.023
C -2.962 -1.391 -0.962
C -4.310 -1.604 -1.223
C -4.812 -2.896 -1.256
C -3.973 -3.980 -1.038
C -2.624 -3.774 -0.793
C -2.120 -2.485 -0.759
C -2.874 1.060 -2.666
C -4.147 1.620 -2.647
C -4.727 2.064 -3.825
C -4.034 1.956 -5.023
C -2.768 1.391 -5.046
C -2.188 0.940 -3.870
As -0.248 3.201 0.755
C -0.078 5.125 0.382
C -0.122 5.618 -0.918
C -0.062 6.984 -1.149
C 0.046 7.864 -0.081
C 0.107 7.378 1.216
C 0.044 6.011 1.447
C 0.943 2.590 -0.702
C 2.320 2.618 -0.429
C 3.242 2.268 -1.393
C 2.818 1.898 -2.667
C 1.466 1.901 -2.981
C 0.531 2.237 -2.007
H -2.625 3.830 0.444
H -2.075 3.240 -1.101
H -3.856 1.794 0.199
H -2.544 1.346 1.279
H -4.973 -0.769 -1.409
H -5.862 -3.059 -1.460
H -4.371 -4.986 -1.066
H -1.962 -4.614 -0.631
H -1.061 -2.322 -0.577
H -4.697 1.716 -1.720
H -5.720 2.492 -3.804
H -4.482 2.311 -5.942
H -2.230 1.297 -5.980
H -1.207 0.476 -3.881
H -0.195 4.939 -1.760
H -0.095 7.362 -2.163
H 0.084 8.930 -0.261
H 0.206 8.062 2.048
H 0.091 5.627 2.460
H 2.658 2.916 0.557
H 4.296 2.259 -1.151
H 3.544 1.626 -3.421
H 1.140 1.670 -3.987
H -0.509 2.345 -2.288
*
```

Results
Energy above the lowest of the compared OMol25 structures with the same formula, charge and spin (eV): 1.381
Highest occupied orbital energy (spin up / spin down) (Eh): -0.4106 / -0.4240
Frontier orbital gap (spin up / spin down) (hartree): 0.300 / 0.220

# 3
Molecular formula: C54H82N22O28
Method: DFT, ωB97M-V/def2-TZVPD

Structure (ORCA input):
```
! RIJCOSX wB97M-V def2-TZVPD def2/J DEFGRID3
* xyz 0 1
C 0.457 -3.497 -6.572
N 0.186 -2.032 -6.244
O 0.470 -1.670 -5.108
O -0.316 -1.359 -7.129
H 0.842 -3.980 -5.641
H 1.116 -3.434 -7.417
H -0.473 -3.854 -6.907
C -7.082 -0.312 -0.989
N -6.174 0.450 -1.954
O -6.616 0.653 -3.069
O -5.094 0.832 -1.478
H -6.492 -1.201 -0.635
H -7.923 -0.580 -1.609
H -7.316 0.436 -0.250
C 8.643 0.873 -2.919
N 8.240 -0.019 -4.057
O 9.019 -0.895 -4.365
O 7.159 0.248 -4.604
H 9.122 1.773 -3.360
H 9.276 0.290 -2.270
H 7.784 1.131 -2.347
C -3.297 1.468 -4.916
N -3.053 -0.039 -5.041
O -3.224 -0.646 -4.010
O -2.747 -0.424 -6.142
H -3.845 1.708 -4.017
H -3.955 1.719 -5.758
H -2.323 1.979 -4.881
C -0.603 7.389 1.073
N -1.957 6.651 1.159
O -1.932 5.509 1.561
O -2.956 7.225 0.708
H -0.050 6.702 0.575
H -0.259 7.591 2.115
H -0.645 8.359 0.664
C -2.937 3.985 -0.946
N -2.164 4.905 -1.831
O -2.507 4.991 -3.002
O -1.204 5.543 -1.390
H -2.198 3.781 -0.143
H -3.368 3.220 -1.521
H -3.713 4.568 -0.449
C 0.652 -4.131 5.565
N 0.941 -2.664 5.698
O 0.680 -2.001 4.727
O 1.430 -2.264 6.715
H 1.245 -4.539 4.753
H -0.356 -4.253 5.112
H 0.830 -4.589 6.545
C -2.130 -1.462 1.802
N -1.221 -2.531 1.312
O -0.462 -2.229 0.394
O -1.216 -3.536 1.926
H -2.749 -1.798 2.635
H -2.684 -1.094 0.936
H -1.488 -0.655 2.138
C -2.359 -3.290 -2.325
N -3.752 -2.983 -1.719
O -4.651 -2.716 -2.488
O -3.937 -2.978 -0.513
H -1.981 -4.119 -1.792
H -1.826 -2.355 -1.956
H -2.448 -3.435 -3.420
C 4.450 1.635 -5.715
N 4.484 1.594 -4.266
O 3.878 0.633 -3.813
O 4.962 2.488 -3.578
H 3.397 1.422 -6.077
H 5.215 0.977 -6.088
H 4.781 2.644 -6.007
C 4.866 0.401 -0.627
N 5.858 0.971 0.276
O 7.005 0.976 -0.095
O 5.504 1.479 1.326
H 3.917 0.722 -0.213
H 4.901 -0.700 -0.456
H 4.959 0.648 -1.688
C 0.320 4.179 3.720
N -0.485 3.334 2.760
O -0.217 3.294 1.587
O -1.379 2.687 3.314
H 1.052 3.498 4.103
H -0.319 4.366 4.556
H 0.616 5.167 3.315
C -4.565 3.006 3.348
N -5.375 2.238 2.481
O -6.164 2.795 1.698
O -5.408 1.048 2.642
H -4.238 3.936 2.755
H -3.664 2.421 3.593
H -5.205 3.220 4.187
C 1.313 -4.233 -1.593
N 1.087 -4.388 -3.001
O -0.059 -4.708 -3.299
O 2.067 -4.318 -3.741
H 1.031 -3.194 -1.296
H 2.388 -4.243 -1.424
H 0.616 -4.936 -1.009
N 4.265 1.752 6.098
C 4.568 2.560 5.102
C 3.805 2.670 3.923
C 2.708 1.804 3.780
C 2.423 0.890 4.787
C 3.186 0.939 5.976
H 5.420 3.283 5.186
H 4.120 3.294 3.065
H 2.142 1.691 2.844
H 1.568 0.235 4.672
H 3.005 0.283 6.843
N -5.394 -2.378 2.819
C -5.117 -3.689 2.482
C -5.972 -4.365 1.593
C -7.120 -3.716 1.097
C -7.401 -2.410 1.552
C -6.496 -1.811 2.441
H -4.105 -4.056 2.725
H -5.709 -5.339 1.207
H -7.800 -4.179 0.386
H -8.338 -1.908 1.320
H -6.698 -0.808 2.914
N 2.922 3.829 0.209
C 1.985 4.385 -0.602
C 2.345 5.376 -1.498
C 3.709 5.730 -1.692
C 4.666 5.050 -0.893
C 4.204 4.173 0.046
H 0.989 4.036 -0.534
H 1.580 5.832 -2.113
H 3.998 6.593 -2.323
H 5.772 5.134 -0.996
H 4.835 3.634 0.779
N -2.098 -0.362 6.662
C -2.544 -1.351 7.422
C -3.657 -2.078 7.143
C -4.368 -1.786 5.950
C -3.908 -0.784 5.115
C -2.745 -0.110 5.536
H -1.903 -1.501 8.285
H -3.966 -2.840 7.852
H -5.283 -2.346 5.736
H -4.390 -0.472 4.127
H -2.411 0.830 4.996
N 2.437 -4.072 2.837
C 3.451 -3.803 3.663
C 4.327 -2.724 3.507
C 3.961 -1.796 2.552
C 2.695 -1.853 1.905
C 2.076 -3.071 1.990
H 3.640 -4.576 4.419
H 5.163 -2.603 4.183
H 4.663 -1.058 2.235
H 2.375 -1.067 1.295
H 1.145 -3.330 1.452
N 2.262 -6.627 0.833
C 0.928 -6.830 0.944
C 0.084 -7.078 -0.158
C 0.624 -7.377 -1.374
C 2.067 -7.374 -1.453
C 2.777 -6.986 -0.316
H 0.494 -6.435 1.818
H -1.011 -7.084 -0.034
H 0.050 -7.583 -2.237
H 2.615 -7.643 -2.343
H 3.877 -6.977 -0.376
N 1.034 4.297 -4.003
C 1.425 3.025 -4.007
C 0.974 2.157 -4.990
C 0.095 2.558 -5.946
C -0.402 3.909 -5.908
C 0.126 4.676 -4.855
H 2.183 2.742 -3.211
H 1.391 1.127 -4.986
H -0.438 1.848 -6.647
H -1.235 4.342 -6.458
H -0.136 5.742 -4.667
N 1.379 0.289 -0.979
C 0.876 -0.147 -2.122
C -0.495 -0.125 -2.416
C -1.432 0.389 -1.487
C -0.874 0.901 -0.331
C 0.492 0.849 -0.126
H 1.585 -0.488 -2.911
H -0.918 -0.430 -3.358
H -2.503 0.343 -1.683
H -1.516 1.375 0.378
H 0.905 1.385 0.747
*
```

Results
Highest occupied orbital energy (Eh): -0.3358
Frontier orbital gap (hartree): 0.328

# 4
Molecular formula: C3H4N2O
Method: DFT, ωB97M-V/def2-TZVPD

Structure (ORCA input):
```
! RIJCOSX wB97M-V def2-TZVPD def2/J DEFGRID3
* xyz 0 1
N 1.631 -0.165 -0.355
C 0.492 0.465 -0.362
C -0.615 1.109 -0.282
C -1.274 -0.188 -0.032
N -1.098 -0.941 1.098
O -0.051 -0.779 1.748
H 1.788 -0.785 0.439
H 2.170 -0.293 -1.200
H -0.984 2.122 -0.360
H -2.058 -0.545 -0.694
*
```

Results
Energy above the lowest of the compared OMol25 structures with the same formula, charge and spin (eV): 5.803
Highest occupied orbital energy (spin up / spin down) (Eh): -0.2959 / -0.2960
Frontier orbital gap (spin up / spin down) (hartree): 0.317 / 0.318